Record 1
# C2H6N6

C2H6N6 in the gas phase at a distorted geometry (ωB97M-V with the def2-TZVPD basis set, the Open Molecules 2025 dataset).

Highest occupied orbital energy   -8.577 eV
Frontier orbital gap   0.3322 Ha
Max |F|   4.5 eV Å⁻¹
ΔE to the lowest compared entry with this formula, charge and spin   13.7 kcal per mole
Total energy   -11109.705 eV

```
! wB97M-V def2-TZVPD RIJCOSX def2/J DEFGRID3
* xyz 0 1
C 0.827 0.566 -0.479
C -1.127 0.702 0.309
H 2.299 1.996 -0.760
H 2.529 0.348 -1.421
H -2.712 0.387 1.340
H -0.715 -2.384 0.622
H -0.141 -1.214 1.558
H 0.644 -1.040 -1.532
N 2.084 0.986 -0.859
N -0.046 1.429 -0.007
N -2.190 1.158 0.914
N -0.941 -0.729 -0.107
N -0.987 -1.495 1.042
N 0.474 -0.710 -0.619
*
```

Record 2
# C10H13GaN2O5S

A molecular structure, C10H13GaN2O5S at a distorted geometry (ωB97M-V with the def2-TZVPD basis set, the Open Molecules 2025 dataset).

Highest occupied orbital energy (spin up / spin down)   -15.884 / -15.884 eV
Frontier orbital gap (spin up / spin down)   0.2096 / 0.2096 Ha
Max |F|   10.5 eV Å⁻¹
Total energy   -86985.423 eV

```
! wB97M-V def2-TZVPD RIJCOSX def2/J DEFGRID3
* xyz 2 1
O 0.929 1.442 -3.498
C 0.807 1.306 -2.317
Ga 0.518 0.864 -0.466
O -1.607 2.071 -2.224
C -0.659 1.616 -1.723
C -1.502 0.194 0.805
O -2.352 -0.186 1.485
C 1.326 -1.557 0.864
O 1.636 -2.504 1.447
C -0.918 -1.712 -1.484
O -1.498 -2.603 -1.894
H 1.524 -0.738 -0.046
C -0.273 -0.550 5.338
C 0.924 0.135 4.659
N 0.575 0.632 3.294
C 0.945 1.874 2.891
S 1.343 2.251 1.245
N 1.085 2.834 3.825
C 0.112 3.107 4.914
C 0.844 3.729 6.064
H -1.158 0.096 5.338
H -0.034 -0.779 6.386
H -0.549 -1.504 4.863
H 1.319 0.960 5.278
H 1.732 -0.620 4.599
H 0.555 -0.111 2.571
H 1.477 3.677 3.422
H -0.654 3.781 4.513
H -0.411 2.177 5.141
H 1.193 4.725 5.803
H 0.167 3.824 6.904
H 1.698 3.125 6.361
*
```

Record 3
# C6H10O

3 unconnected molecules or ions with the total composition C6H10O at a distorted geometry (ωB97M-V with the def2-TZVPD basis set, the Open Molecules 2025 dataset).

Highest occupied orbital energy   -8.262 eV
Frontier orbital gap   0.3278 Ha
Max |F|   1.9 eV Å⁻¹
ΔE to the lowest compared entry with this formula, charge and spin   121.7 kcal per mole
Total energy   -8425.965 eV

```
! wB97M-V def2-TZVPD RIJCOSX def2/J DEFGRID3
* xyz 0 1
C -1.915 0.294 -0.095
C -0.735 0.260 0.876
C 0.144 -0.952 0.627
C 1.522 -1.049 0.836
C 1.549 -0.174 -0.192
C 1.043 1.221 -0.242
O 0.077 1.411 0.791
H -2.585 -0.561 0.064
H -1.570 0.260 -1.135
H -2.486 1.215 0.057
H -1.114 0.230 1.905
H 0.517 -0.962 -1.924
H -0.384 -1.859 0.323
H 2.105 -1.943 1.008
H 1.312 -0.762 -1.644
H 1.875 1.902 -0.020
H 0.645 1.469 -1.235
*
```

Record 4
# C20H40BrCaCl2F2N3O2PS

A molecular structure, C20H40BrCaCl2F2N3O2PS at a distorted geometry (ωB97M-V with the def2-TZVPD basis set, the Open Molecules 2025 dataset).

Highest occupied orbital energy   -4.350 eV
Frontier orbital gap   0.0653 Ha
Max |F|   5.0 eV Å⁻¹
Total energy   -169030.472 eV

```
! wB97M-V def2-TZVPD RIJCOSX def2/J DEFGRID3
* xyz -1 1
C 3.675 -3.151 1.667
O 4.505 -1.964 1.586
C 3.674 -0.779 1.436
C 3.257 -0.613 -0.130
C 3.732 0.828 -0.637
C 3.190 1.197 -2.106
C 2.454 2.639 -2.004
C 0.918 2.334 -1.616
C 0.204 3.554 -0.797
C 0.377 3.313 0.761
C -0.898 3.398 1.694
C -2.312 3.474 0.982
C -2.808 1.969 0.750
C -3.532 1.733 -0.677
N -2.933 0.597 -1.398
C -3.288 -0.679 -0.944
N -2.854 -1.716 -1.735
N -3.982 -1.042 0.269
P -3.121 -2.249 1.217
S -1.514 -1.592 2.102
H 3.505 -3.626 0.634
H 4.180 -3.893 2.387
H 2.636 -2.928 2.121
H 2.733 -0.801 2.084
H 4.251 0.164 1.721
H 2.128 -0.766 -0.213
H 3.744 -1.468 -0.726
H 3.314 1.622 0.080
H 4.870 0.842 -0.642
H 4.051 1.285 -2.882
H 2.414 0.448 -2.499
H 2.941 3.298 -1.204
H 2.568 3.182 -3.001
H 0.355 2.269 -2.623
H 0.826 1.334 -1.080
H -0.847 3.618 -1.218
H 0.809 4.492 -1.086
H 1.153 4.075 1.147
H 0.884 2.289 0.935
H -0.822 4.274 2.438
H -0.909 2.458 2.365
H -2.372 4.137 0.058
H -3.052 3.946 1.742
H -1.908 1.273 0.831
H -3.588 1.722 1.556
H -4.667 1.537 -0.504
H -3.382 2.708 -1.289
H -1.927 0.705 -1.577
H -3.284 -1.795 -2.715
H -2.084 -2.329 -1.420
H -4.310 -0.240 0.834
H -2.800 -3.375 0.400
H -4.024 -2.722 2.237
F -0.094 -3.224 -1.298
C 0.363 -4.196 -0.461
C 1.072 -3.837 0.673
C 1.536 -4.829 1.529
C 1.293 -6.168 1.235
C 0.583 -6.516 0.089
C 0.110 -5.524 -0.762
H 1.258 -2.788 0.881
H 2.085 -4.559 2.423
H 1.659 -6.942 1.901
H 0.399 -7.559 -0.140
H -0.452 -5.776 -1.654
O -3.346 5.964 2.420
H -2.693 6.665 2.529
H -4.154 6.433 2.179
Cl -4.637 -0.834 -3.610
Ca 1.237 -2.352 -2.762
Cl -5.823 2.138 1.075
Br 5.990 1.336 -3.269
F -2.517 3.583 -2.286
*
```

Record 5
# C25H27N4O4PRuS2

A molecular structure, C25H27N4O4PRuS2 at a distorted geometry (ωB97M-V with the def2-TZVPD basis set, the Open Molecules 2025 dataset).

Highest occupied orbital energy (spin up / spin down)   -17.905 / -19.341 eV
Frontier orbital gap (spin up / spin down)   0.2146 / 0.1920 Ha
Max |F|   6.9 eV Å⁻¹
Expectation value of S²   6.058
Total energy   -74014.956 eV

```
! wB97M-V def2-TZVPD RIJCOSX def2/J DEFGRID3
* xyz 4 5
Ru 0.132 -0.970 -0.394
S -2.507 0.896 -5.263
C -3.289 1.955 -6.342
C -3.426 3.264 -5.902
C -2.898 3.430 -4.589
C -2.361 2.229 -4.119
C -1.659 2.078 -2.851
C -1.396 0.802 -2.318
N -0.713 0.705 -1.153
C -0.322 1.828 -0.463
C -0.678 3.167 -0.909
C -0.436 4.232 -0.004
C 0.297 4.022 1.159
C 0.824 2.756 1.530
C 1.606 2.517 2.649
C 2.026 1.203 2.930
C 1.688 0.161 2.090
N 0.895 0.356 1.001
C 0.437 1.615 0.710
C 2.821 0.946 4.130
C 3.482 -0.242 4.406
C 4.183 -0.164 5.641
C 4.048 1.040 6.268
S 3.034 2.129 5.453
C -1.390 3.242 -2.102
H -3.579 1.609 -7.333
H -3.854 4.064 -6.513
H -2.931 4.355 -4.038
H -1.667 -0.113 -2.829
H -0.769 5.237 -0.277
H 0.450 4.850 1.843
H 1.965 3.360 3.230
H 2.001 -0.877 2.231
H 3.476 -1.083 3.722
H 4.756 -0.974 6.074
H 4.490 1.303 7.217
H -1.632 4.189 -2.568
C -2.915 -3.554 -1.039
O -2.136 -2.339 -1.083
P -1.733 -1.531 0.267
O -2.006 -2.625 1.444
C -1.168 -2.816 2.566
O -2.801 -0.409 0.593
C -4.220 -0.665 0.846
H -3.913 -3.353 -1.455
H -2.972 -3.933 0.000
H -2.341 -4.320 -1.603
H -1.818 -3.121 3.382
H -0.569 -1.941 2.836
H -0.513 -3.678 2.354
H -4.568 0.239 1.338
H -4.373 -1.562 1.468
H -4.733 -0.800 -0.139
C 4.177 -2.585 -2.269
N 2.963 -2.173 -1.595
C 2.395 -2.853 -0.568
N 2.818 -4.091 -0.303
O 1.490 -2.388 0.242
H 4.467 -1.826 -3.000
H 4.038 -3.546 -2.810
H 5.018 -2.719 -1.536
H 2.704 -1.184 -1.649
H 3.327 -4.682 -0.944
H 2.275 -4.663 0.339
*
```

Record 6
# C5H15N2S

2 unconnected molecules or ions with the total composition C5H15N2S at a distorted geometry (ωB97M-V with the def2-TZVPD basis set, the Open Molecules 2025 dataset).

Highest occupied orbital energy   -12.399 eV
Frontier orbital gap   0.1417 Ha
Max |F|   2.2 eV Å⁻¹
ΔE to the lowest compared entry with this formula, charge and spin   147.4 kcal per mole
Total energy   -19231.423 eV

```
! wB97M-V def2-TZVPD RIJCOSX def2/J DEFGRID3
* xyz 1 1
C 1.654 1.368 0.445
N -0.700 0.194 -1.927
C -1.947 -0.164 -1.304
C -1.694 -0.847 0.079
S -2.262 0.264 1.524
C 2.338 0.210 -0.228
N 1.419 -0.722 -0.672
C 3.477 -0.498 0.617
H 2.335 2.122 0.906
H 0.947 0.989 1.197
H 1.050 1.811 -0.360
H -2.540 0.773 -1.178
H -2.577 -0.867 -1.901
H -2.334 -1.772 0.147
H -0.591 -0.983 0.243
H -3.595 0.079 1.287
H 2.893 0.734 -1.033
H -0.726 -0.115 -2.906
H 0.210 -0.317 -1.418
H 1.922 -1.433 -1.215
H 3.079 -0.870 1.524
H 4.268 0.240 0.858
H 3.862 -1.336 0.017
*
```

Record 7
# C15H5Cl5IN2O4SeTi

A molecular structure, C15H5Cl5IN2O4SeTi (ωB97M-V with the def2-TZVPD basis set, the Open Molecules 2025 dataset).

Highest occupied orbital energy   -5.894 eV
Frontier orbital gap   0.2436 Ha
Max |F|   0.8 eV Å⁻¹
Total energy   -185985.301 eV

```
! wB97M-V def2-TZVPD RIJCOSX def2/J DEFGRID3
* xyz -1 1
Ti 1.029 0.526 -1.139
O -0.015 -3.130 4.900
C 0.968 -3.241 4.150
O 2.011 -3.905 4.227
C 0.872 -2.361 2.859
C -0.239 -1.558 2.632
C -0.314 -0.796 1.482
N 0.649 -0.818 0.555
C 1.731 -1.592 0.774
C 1.886 -2.362 1.903
C 2.752 -1.525 -0.332
O 3.864 -1.966 -0.252
O 2.266 -0.893 -1.403
H -1.026 -1.550 3.373
H -1.161 -0.153 1.280
H 2.767 -2.969 2.058
I 0.156 2.998 -3.599
C 1.132 1.162 -3.150
H 2.205 1.347 -3.259
H 0.822 0.431 -3.890
Se 3.481 4.403 0.199
C 2.639 2.925 -0.086
N 2.051 1.911 -0.263
Cl -0.897 3.246 0.498
C -1.788 2.087 -0.423
C -1.106 1.018 -0.989
C -1.858 0.110 -1.703
Cl -0.962 -1.227 -2.373
C -3.227 0.216 -1.898
Cl -4.088 -0.953 -2.813
C -3.881 1.306 -1.328
Cl -5.577 1.489 -1.536
C -3.163 2.243 -0.583
Cl -3.977 3.580 0.127
*
```

Record 8
# C22H27N3O6S

C22H27N3O6S in the gas phase at a distorted geometry (ωB97M-V with the def2-TZVPD basis set, the Open Molecules 2025 dataset).

Highest occupied orbital energy   -7.760 eV
Frontier orbital gap   0.2909 Ha
Max |F|   1.1 eV Å⁻¹
ΔE to the lowest compared entry with this formula, charge and spin   24.9 kcal per mole
Total energy   -50842.985 eV

```
! wB97M-V def2-TZVPD RIJCOSX def2/J DEFGRID3
* xyz 0 1
C 5.010 -3.348 0.499
C 3.919 -3.042 1.525
N 2.790 -2.346 0.952
C 1.857 -2.936 0.158
C 1.757 -4.335 0.038
C 0.759 -4.946 -0.681
C -0.207 -4.177 -1.328
C -0.131 -2.792 -1.221
C 0.875 -2.162 -0.510
N 0.783 -0.749 -0.468
C 1.720 0.224 -0.424
O 2.925 0.037 -0.309
C 1.168 1.607 -0.534
C -0.084 1.959 -0.039
C -0.514 3.263 -0.163
C 0.252 4.226 -0.790
C 1.506 3.881 -1.267
C 1.965 2.585 -1.125
H 2.946 2.302 -1.477
H 2.125 4.623 -1.748
H -0.146 5.223 -0.898
S -2.123 3.695 0.508
O -2.632 4.808 -0.235
O -2.896 2.489 0.585
N -1.941 4.228 2.079
C -1.318 5.516 2.259
H -1.537 6.087 1.357
C 0.204 5.356 2.492
H 0.470 5.664 3.514
O 0.600 4.019 2.286
C -0.033 3.137 3.184
H 0.285 3.367 4.212
C -1.574 3.240 3.061
H -2.021 2.302 2.734
H -2.021 3.527 4.019
H 0.330 2.143 2.917
H 0.785 5.946 1.783
H -1.791 6.014 3.112
H -0.735 1.255 0.457
H -0.148 -0.433 -0.708
H -0.890 -2.206 -1.721
C -1.304 -4.761 -2.116
O -2.153 -4.113 -2.686
O -1.255 -6.105 -2.147
C -2.286 -6.765 -2.876
C -3.550 -6.920 -2.041
H -3.328 -7.448 -1.117
H -4.292 -7.480 -2.603
H -3.955 -5.940 -1.801
H -1.868 -7.738 -3.142
H -2.503 -6.191 -3.783
H 0.718 -6.021 -0.749
H 2.486 -4.954 0.533
H 3.014 -1.387 0.685
H 3.577 -3.961 2.008
H 4.325 -2.390 2.303
H 5.856 -3.832 0.980
H 4.629 -4.001 -0.283
H 5.350 -2.424 0.037
*
```